# 1
{
  "formula": "C5H5P5",
  "method": "wB97M-V/def2-TZVPD",
  "elements": ["C", "C", "P", "P", "P", "P", "P", "C", "C", "C", "H", "H", "H", "H", "H"],
  "positions_angstrom": [[-0.7671, -1.8038, -1.1949], [0.4072, -1.2426, -1.3244], [0.6571, -0.0426, 0.0667], [0.4255, 1.7754, -1.1614], [1.3273, 2.9663, 0.4432], [2.8569, 1.6921, 1.4809], [0.8270, 1.9625, 2.3342], [1.5255, 0.3477, 1.7648], [-1.0130, -0.4081, 0.6819], [-1.5551, -1.4450, -0.0434], [-1.1876, -2.5209, -1.7883], [1.2289, -1.3651, -2.1137], [-0.9273, 1.8124, -0.7542], [-1.1889, 0.0448, 1.6324], [-2.6163, -1.7732, -0.0240]],
  "forces_ev_per_angstrom": [[-0.20, 0.21, 1.20], [4.11, 0.40, -0.46], [-1.17, 0.23, 1.37], [0.36, -0.16, 0.08], [0.15, 1.07, -0.01], [-1.50, -0.58, 0.19], [0.63, -0.52, -0.41], [0.54, -0.17, -2.03], [0.59, -1.89, -1.15], [-1.03, 2.61, 1.18], [-0.70, -1.62, -2.08], [-1.69, 0.04, 1.17], [-0.05, 0.39, 0.04], [-1.01, 0.02, 0.31], [0.97, -0.04, 0.60]],
  "total_energy_ev": -51705.6599,
  "homo_energy_ev": -7.80,
  "smiles": "C1=CP2(=[PH]=P3=P4=P3=C42)C=C1",
  "de_lowest_kcal_mol": 44.1,
  "homo_lumo_gap_ev": 6.948
}

***

# 2
{
  "formula": "C11H16N3",
  "method": "wB97M-V/def2-TZVPD",
  "elements": ["C", "N", "C", "C", "N", "C", "C", "N", "C", "C", "C", "C", "C", "C", "H", "H", "H", "H", "H", "H", "H", "H", "H", "H", "H", "H", "H", "H", "H", "H"],
  "positions_angstrom": [[2.4566, 0.9552, -1.4210], [2.6947, 1.1244, -0.0797], [1.8622, 1.3918, 1.0184], [0.7323, 0.7963, 1.3373], [0.1071, -0.1236, 0.4287], [0.8539, -1.0750, -0.0375], [2.0910, -1.5351, 0.7169], [0.3467, -1.7571, -1.0978], [-1.2524, -0.0405, 0.0567], [-1.7793, 1.1792, -0.3902], [-3.2038, 1.2977, -0.3867], [-3.9939, 0.2386, 0.0387], [-3.5258, -0.9799, 0.4057], [-2.1641, -1.0446, 0.4238], [2.7345, 1.8808, -2.0159], [3.1335, 0.0446, -1.6728], [1.4072, 0.7960, -1.7503], [3.5550, 1.6796, 0.1222], [2.1808, 2.0962, 1.7427], [0.0252, 1.0656, 2.1264], [1.7159, -2.1072, 1.4814], [2.7407, -0.6622, 1.0078], [2.6463, -2.2925, 0.1398], [-0.3979, -1.3815, -1.5312], [0.7694, -2.6305, -1.2580], [-1.0835, 2.0190, -0.6617], [-3.6982, 2.2463, -0.6490], [-5.0016, 0.5063, 0.3873], [-4.2027, -1.6726, 0.7150], [-1.7496, -2.0153, 0.8032]],
  "forces_ev_per_angstrom": [[0.38, -0.98, -3.86], [1.57, 3.08, 5.43], [0.05, -0.06, -1.34], [-2.67, -0.01, -0.11], [1.22, -0.06, 0.30], [-0.34, -2.13, -0.92], [0.95, 1.16, -2.72], [4.38, -0.08, 3.62], [-2.52, 1.64, 0.33], [-0.53, 0.21, -0.23], [1.29, 0.42, -0.26], [-1.77, 2.48, 0.65], [2.09, 2.33, -1.08], [2.21, -3.04, 0.82], [0.08, -1.18, 0.52], [-1.36, 1.51, -0.71], [0.63, -0.25, 0.64], [-0.89, -0.86, -0.76], [0.80, 0.55, 0.42], [0.82, 0.16, 0.02], [-0.87, -0.94, 2.52], [-0.73, -1.60, -0.25], [0.00, 0.65, -0.20], [-3.15, 0.83, -2.05], [0.10, -0.96, -0.94], [-0.98, -0.84, 0.32], [0.49, -0.52, 0.18], [0.03, -0.26, -1.02], [-1.24, -2.26, 0.98], [-0.07, 0.99, -0.30]],
  "total_energy_ev": -16128.5988,
  "homo_energy_ev": -11.97,
  "smiles": "CN/C=C\\N(C(C)=[NH2+])c1ccccc1",
  "total_charge": 1,
  "de_lowest_kcal_mol": 44.4,
  "homo_lumo_gap_ev": 8.954
}

***

# 3
{
  "formula": "C3H10S3",
  "method": "wB97M-V/def2-TZVPD",
  "elements": ["C", "S", "S", "H", "H", "H", "H", "C", "S", "C", "H", "H", "H", "H", "H", "H"],
  "positions_angstrom": [[-0.2239, -2.0071, -1.4313], [-0.6614, -1.4967, 0.2474], [-2.4731, -0.5383, -0.0265], [-0.5920, -3.0092, -1.6436], [0.8507, -1.9432, -1.5340], [-0.6794, -1.3386, -2.1496], [-2.0090, 0.3818, -0.8844], [1.5336, 1.3602, -1.1705], [2.2371, 1.4436, 0.4604], [0.8123, 1.7921, 1.4845], [2.0996, 2.0099, -1.8391], [0.4870, 1.6424, -1.1408], [1.6305, 0.3110, -1.4842], [0.0402, 1.0710, 1.2277], [1.1319, 1.6310, 2.5040], [0.5850, 2.8378, 1.3208]],
  "forces_ev_per_angstrom": [[-0.49, -0.22, -0.06], [0.16, 0.31, 0.05], [0.15, -0.21, -0.01], [0.19, -0.03, 0.05], [0.28, -0.24, 0.03], [-0.06, 0.24, -0.11], [-0.08, 0.20, 0.01], [-0.06, -0.19, 0.07], [-0.26, -0.09, 0.02], [0.80, -0.47, -0.02], [0.10, -0.09, 0.01], [-0.07, 0.03, -0.01], [0.04, 0.24, -0.08], [-0.31, 0.20, -0.18], [0.06, 0.08, 0.30], [-0.44, 0.24, -0.07]],
  "total_energy_ev": -35770.2079,
  "homo_energy_ev": [-12.25, -12.19],
  "total_charge": 1,
  "de_lowest_kcal_mol": 0.0,
  "multiplicity": 2,
  "homo_lumo_gap_ev": [8.992, 3.921]
}